(1)
Computed, not measured: a structure of composition C34H48I2MnN6O3P at a distorted geometry, with the ωB97M-V functional and the def2-TZVPD basis.

Atoms and positions in Å:
Mn 0.1825 -1.5399 1.8844
C -1.1793 -4.2074 2.8192
N -0.7098 -3.0312 3.5574
C -1.6927 -2.2378 4.3051
C -1.1644 -0.8232 4.3912
N -0.3573 -0.3227 3.4877
C 0.0731 0.9171 3.9873
C 1.0218 1.8080 3.4910
C 1.2906 2.9303 4.2474
C 0.6283 3.1692 5.4666
C -0.3010 2.2836 5.9713
C -0.5497 1.1496 5.2046
N -1.3324 0.0141 5.4283
C -0.3194 -4.3874 1.5946
N 0.4716 -3.4573 1.1112
C 1.1518 -4.0540 0.0307
C 2.1835 -3.5649 -0.7667
C 2.6940 -4.4096 -1.7287
C 2.1861 -5.7106 -1.9133
C 1.1752 -6.2085 -1.1192
C 0.6942 -5.3529 -0.1303
N -0.2448 -5.5286 0.8889
H -2.2154 -4.0625 2.5268
H -1.1360 -5.1161 3.4149
H 0.0360 -3.3042 4.1802
H -1.8627 -2.6175 5.3114
H -2.6455 -2.2657 3.7837
H 1.5142 1.6187 2.5417
H 2.0262 3.6479 3.9000
H 0.8679 4.0618 6.0316
H -0.7958 2.4596 6.9198
H -1.9104 -0.1554 6.2333
H 2.5626 -2.5556 -0.6371
H 3.5112 -4.0711 -2.3536
H 2.6084 -6.3386 -2.6881
H 0.7802 -7.2111 -1.2596
H -0.7503 -6.3753 1.0823
I 3.0468 -1.2510 2.5616
I 3.7661 -3.8081 2.8004
O 0.5285 -0.0199 0.4087
P -0.0550 0.9299 -0.6689
C -1.0118 -0.0357 -1.8737
C -1.5856 0.7068 -3.1282
C -1.0481 0.1123 -4.4296
C -1.4093 -1.3728 -4.5272
C -1.0333 -2.1520 -3.2360
C -0.2320 -1.2928 -2.2604
C -1.2237 2.0672 0.1379
C -0.5084 3.1539 0.9962
C -0.6007 4.5281 0.3328
C -2.0675 4.9876 0.2755
C -3.0242 3.8152 -0.0467
C -2.2909 2.6961 -0.7884
C 1.3431 1.8469 -1.3694
C 1.0301 2.6395 -2.6587
C 2.3329 3.2344 -3.1972
C 3.2913 2.1194 -3.6758
C 2.9916 0.7669 -3.0083
C 2.6039 0.9374 -1.5387
H -1.8484 -0.3534 -1.2389
H -1.3998 1.7767 -3.0933
H -2.6747 0.5950 -3.1347
H 0.0368 0.2419 -4.4918
H -1.4750 0.6500 -5.2768
H -0.9134 -1.8114 -5.3932
H -2.4820 -1.4552 -4.7087
H -0.4502 -3.0415 -3.4818
H -1.9404 -2.5019 -2.7277
H 0.7261 -1.0213 -2.7125
H -0.0123 -1.8497 -1.3698
H -1.7203 1.3716 0.8227
H 0.5284 2.8852 1.1932
H -0.9973 3.2101 1.9742
H -0.1780 4.4825 -0.6767
H -0.0008 5.2501 0.8889
H -2.1755 5.7752 -0.4722
H -2.3432 5.4272 1.2360
H -3.8628 4.1652 -0.6490
H -3.4534 3.4042 0.8754
H -1.8270 3.1175 -1.6846
H -2.9997 1.9362 -1.1204
H 1.5443 2.5750 -0.5786
H 0.3073 3.4326 -2.4540
H 0.5981 1.9912 -3.4240
H 2.8001 3.8284 -2.4047
H 2.1143 3.9200 -4.0156
H 4.3218 2.4084 -3.4649
H 3.2154 2.0043 -4.7579
H 3.8648 0.1173 -3.0811
H 2.1845 0.2595 -3.5472
H 3.4418 1.3983 -1.0096
H 2.4438 -0.0331 -1.0678
O -3.7455 -0.8068 0.4701
N -3.0566 -1.4021 1.1382
O -1.9080 -1.7072 1.1369

Summary:
Gap between HOMO and LUMO (alpha / beta) ... 7.38 / 6.16 eV
Charge ... +2
Total energy ... -3965.95178 Ha
Spin multiplicity ... 5
ΔE to the lowest compared entry with this formula, charge and spin ... 1.966 eV

Atomic partial charges in e from the Löwdin method, atoms 1 to 4:
1. Mn 0.5360
2. C -0.0927
3. N -0.0655
4. C -0.0868

(2)
Computed, not measured: a structure of composition C25H35As2N4O11Os at a distorted geometry, with the ωB97M-V functional and the def2-TZVPD basis.

Atoms and positions in Å:
Os 0.6206 -0.1000 0.2215
N 0.0019 -2.3191 -0.3679
N 0.9227 -2.7130 -1.3487
C 1.7435 -1.7801 -1.9324
O 2.4357 -1.9468 -2.8641
O 1.7021 -0.5581 -1.2360
H 0.0706 -2.9543 0.4220
H -0.9475 -2.3632 -0.7288
H 0.7670 -3.5741 -1.8544
C -3.6044 -1.9766 2.0816
O -2.4655 -1.1669 2.5251
C -2.7483 0.1089 2.8100
O -3.7314 0.7170 2.5083
C -1.5440 0.7465 3.4890
C -1.5219 1.0809 4.7752
As 0.0744 1.7088 5.6517
C 0.0327 1.1902 7.4989
C 1.4644 0.6477 4.8069
C 1.4502 0.3551 3.5097
As 0.0262 0.9624 2.3926
C 0.2543 2.8734 2.2961
C 2.5593 -0.3821 2.8429
O 3.6212 -0.5964 3.3101
O 2.2032 -0.8811 1.5695
C 3.2677 -1.7127 0.9142
C 2.6673 0.7715 5.7656
O 2.8658 1.9318 6.0322
O 3.3243 -0.2157 6.2848
C 2.9909 -1.6124 6.0069
C -2.7886 0.9535 5.6145
O -3.5780 0.0791 5.4134
O -2.8316 1.8943 6.5406
C -4.0518 1.8973 7.3709
H -3.6523 -1.9663 0.9955
H -4.5256 -1.5788 2.4905
H -3.4153 -2.9752 2.4537
H -0.6522 1.8467 8.0205
H 1.0390 1.3034 7.8877
H -0.3111 0.1576 7.5218
H 0.5022 3.2653 3.2769
H -0.6756 3.3118 1.9400
H 1.0626 3.1014 1.6054
H 2.7382 -2.4700 0.3520
H 3.8748 -2.1518 1.6912
H 3.8540 -1.0647 0.2745
H 3.7939 -2.0304 5.4148
H 2.0371 -1.6824 5.4859
H 2.9303 -2.0980 6.9715
H -3.8872 2.6791 8.0994
H -4.1677 0.9268 7.8396
H -4.9004 2.1206 6.7342
C -6.3492 2.8787 1.5384
C -6.3600 2.9325 0.0176
N -5.1905 2.2731 -0.6362
C -5.5006 1.1821 -1.5880
C -5.8452 -0.1174 -0.8967
C -3.9897 2.6494 -0.3100
O -3.6936 3.4727 0.5737
C -2.7452 2.1627 -1.0436
C -2.2746 2.8315 -2.1738
C -1.0258 2.5216 -2.6876
C -0.2309 1.6053 -2.0384
N -0.6758 0.9810 -0.9170
C -1.9273 1.2383 -0.4498
H -7.3138 3.2346 1.8968
H -5.5656 3.5151 1.9562
H -6.2076 1.8586 1.9038
H -6.4112 3.9522 -0.3492
H -7.2353 2.4103 -0.3552
H -4.6609 1.0415 -2.2626
H -6.3330 1.5212 -2.1991
H -5.0248 -0.4274 -0.2409
H -6.0458 -0.9014 -1.6284
H -6.7373 -0.0104 -0.2760
H -2.8883 3.5938 -2.6424
H -0.6381 3.0158 -3.5689
H 0.7620 1.3576 -2.3801
H -2.2400 0.7207 0.4468

Summary:
Gap between HOMO and LUMO (alpha / beta) ... 6.55 / 3.03 eV
Charge ... +3
Total energy ... -6581.36974 Ha
Spin multiplicity ... 5
ΔE to the lowest compared entry with this formula, charge and spin ... 1.091 eV

Atomic partial charges in e from the Löwdin method, atoms 1 to 4:
1. Os 1.4472
2. N -0.0124
3. N 0.0235
4. C -0.6036

(3)
Computed, not measured: a structure of composition C10H14BF5HgN6OTe at a distorted geometry, with the ωB97M-V functional and the def2-TZVPD basis.

Atoms and positions in Å:
C 3.1870 0.2707 0.0704
N 1.9102 0.2774 -0.3468
N 1.9061 0.0638 -1.7001
C 3.1801 -0.0919 -2.1220
C 4.0296 0.0209 -1.0269
B 0.5956 0.1276 -2.5540
N -0.4387 -1.0093 -2.2544
N -1.1016 -1.1064 -1.0559
C -2.0085 -2.1041 -1.1747
C -1.8994 -2.6798 -2.4475
C -0.9098 -1.9532 -3.0993
Hg -0.2022 0.0171 0.8409
N -0.1102 1.4732 -2.1777
N -0.5204 1.6861 -0.8962
C -1.0879 2.8963 -0.8347
C -1.0489 3.4811 -2.1079
C -0.4252 2.5508 -2.9302
H -1.4911 3.3026 0.0753
H -0.1897 2.5870 -3.9797
H -1.4235 4.4477 -2.3855
H 0.8736 0.1161 -3.7087
H -0.5033 -2.0681 -4.0899
H 3.3987 -0.2923 -3.1565
H -2.4437 -3.5258 -2.8300
H 5.0999 -0.0890 -1.0174
H -2.6753 -2.4008 -0.3815
H 3.4773 0.4070 1.0984
H -1.9868 -0.7544 2.0540
C -2.1128 -1.5563 2.7839
H -2.9468 -2.1864 2.4783
H -1.1848 -2.1199 2.8936
H -2.3245 -1.0538 3.7355
F -0.2852 2.1008 4.8860
Te 0.2345 0.2004 4.7588
F 1.9030 1.2274 4.5585
F -1.7433 0.2993 5.1517
F 1.7176 -1.1016 4.7677
F -0.4756 -1.6098 5.2090
O 0.0260 0.1494 2.9155

Summary:
Gap between HOMO and LUMO (alpha / beta) ... 4.25 / 4.27 eV
Charge ... +2
Total energy ... -1737.96369 Ha
Spin multiplicity ... 1

Atomic partial charges in e from the Löwdin method, atoms 1 to 4:
1. C 0.0090
2. N 0.0607
3. N 0.0363
4. C 0.0845

(4)
Computed, not measured: the molecule C4H6ClN at a distorted geometry, with the ωB97M-V functional and the def2-TZVPD basis.

Atoms and positions in Å:
C -0.0671 -0.0711 0.0877
C 1.3248 -0.1023 0.5115
C -0.9041 -1.2643 -0.0036
C -0.6270 1.3058 -0.0896
N 2.6155 -0.0969 0.7924
Cl 3.6930 0.1042 -0.5699
H -1.8073 -1.0540 0.7428
H -0.3706 -2.2101 0.1736
H -1.3449 -1.4966 -1.0574
H 0.1943 1.9797 -0.3624
H -1.2745 1.6706 0.7395
H -1.4319 1.2349 -0.9646

Summary:
Gap between HOMO and LUMO (alpha / beta) ... 6.93 / 7.57 eV
Total energy ... -670.73133 Ha
Spin multiplicity ... 3
ΔE to the lowest compared entry with this formula, charge and spin ... 1.873 eV

Atomic partial charges in e from the Löwdin method, atoms 1 to 4:
1. C -0.3404
2. C -0.0894
3. C -0.0958
4. C -0.0784

(5)
Computed, not measured: a cluster of 2 separate species, C2H4N3O3 in total at a distorted geometry, with the ωB97M-V functional and the def2-TZVPD basis.

Atoms and positions in Å:
C 2.8800 -0.0293 0.1006
C -0.5149 -0.2342 0.6862
N -0.6521 2.2998 0.0593
N 0.6701 0.0399 -0.0521
N 1.7060 -0.3823 0.6159
O 3.8763 -0.5563 0.4945
O 3.0308 1.0599 -0.7349
O 0.3482 2.0587 -0.5107
H -0.6791 0.7582 1.1527
H -1.3735 -0.6061 0.1073
H -0.4531 -0.8785 1.5000
H 2.1428 1.5122 -0.7277

Summary:
Gap between HOMO and LUMO (alpha / beta) ... 6.38 / 7.99 eV
Charge ... -1
Total energy ... -468.48653 Ha
Spin multiplicity ... 1
ΔE to the lowest compared entry with this formula, charge and spin ... 2.006 eV

Atomic partial charges in e from the Löwdin method, atoms 1 to 4:
1. C -0.7053
2. C -0.1906
3. N -0.0414
4. N -0.1471

(6)
Computed, not measured: a cluster of 2 separate species, C2H2ClN in total at a distorted geometry, with the ωB97M-V functional and the def2-TZVPD basis.

Atoms and positions in Å:
C -1.3869 -1.4336 0.0756
C -1.0962 -0.1017 0.3217
N -1.5071 -2.5652 -0.1956
Cl -2.1949 1.2020 -0.0280
H -0.6744 -0.1203 1.3204
H 0.7215 -0.4715 -1.2552

Summary:
Gap between HOMO and LUMO (alpha / beta) ... 9.08 / 9.23 eV
Total energy ... -592.17397 Ha
Spin multiplicity ... 1
ΔE to the lowest compared entry with this formula, charge and spin ... 4.208 eV

Atomic partial charges in e from the Löwdin method, atoms 1 to 4:
1. C -0.3853
2. C -0.6062
3. N 0.1605
4. Cl 0.6164

(7)
Computed, not measured: a structure of composition C5H12O2 at a distorted geometry, with the ωB97M-V functional and the def2-TZVPD basis.

Atoms and positions in Å:
C 2.1642 -0.7719 0.1406
C 0.8041 0.1014 0.1298
C 1.2433 1.6142 -0.1468
C -1.1079 -1.1346 -0.3802
C -2.2062 -0.2726 0.4843
H 1.7695 -1.7366 0.1559
H 2.9365 -0.3687 1.0091
H 2.8026 -0.9481 -0.9477
H 0.4131 0.3615 1.2613
H 2.1018 1.7628 0.4487
H 0.2883 2.1604 -0.5715
H 1.9129 1.4484 -1.3459
H -0.7236 -1.8855 0.0946
H -1.7245 -1.3710 -0.9903
H -1.7840 0.1747 1.1070
H -2.8684 -0.8723 0.3132
H -3.2936 1.3095 0.3484
O -0.1074 -0.3427 -0.7964
O -2.6207 0.7710 -0.3142

Summary:
Gap between HOMO and LUMO ... 10.02 eV
Total energy ... -347.85449 Ha
Spin multiplicity ... 1
ΔE to the lowest compared entry with this formula, charge and spin ... 9.533 eV

Atomic partial charges in e from the Löwdin method, atoms 1 to 4:
1. C -0.0755
2. C -0.4881
3. C -0.0721
4. C -0.1218